Entry from the OMol25 dataset: 2 unconnected molecules or ions with the total composition C4H12ClNSi (ωB97M-V/def2-TZVPD).

Last column: natural (NBO) charge in e.
Atoms and positions in Å:
H (2.182411, 2.558895, -0.944968)  0.203
H (-1.676142, -2.366274, 0.522862)  0.206
H (0.189158, -1.990128, 0.675805)  0.288
H (1.216056, 0.278958, 1.116531)  0.311
C (-0.913173, -1.510563, 0.725305)  -0.452
C (2.369942, 1.634356, -0.222063)  -0.655
H (-1.140511, -1.052457, 1.681274)  0.246
H (2.945206, 0.932445, -0.814123)  0.224
H (0.619573, 1.856461, 1.013018)  0.251
N (-1.202796, -0.540155, -0.315264)  -0.791
C (1.132751, 1.125389, 0.493780)  -0.796
C (-2.389389, -0.799262, -1.004416)  -0.430
H (-2.726341, 0.079382, -1.647146)  0.217
H (3.308334, 2.098266, 0.460320)  0.252
H (-2.220659, -1.723741, -1.673968)  0.210
H (-3.249005, -1.084332, -0.275737)  0.231
H (-0.520887, 1.504819, -1.840038)  -0.176
Cl (2.133553, -1.507482, 2.966451)  -0.963
Si (-0.058081, 0.505422, -0.917623)  1.623

Forces on the atoms, in the same order (eV/Å):
H -0.034 -1.889 1.420
H 1.527 1.222 0.684
H -2.467 1.428 0.500
H 0.892 -1.199 1.142
C 0.758 -3.123 -0.232
C 3.309 3.665 0.354
H 0.371 -0.241 0.315
H -0.372 -0.561 -0.099
H -1.305 1.723 0.925
N 1.871 0.816 -0.627
C 0.598 -1.431 -3.774
C -3.273 -1.303 -1.847
H 0.411 -1.171 0.799
H -2.894 -1.286 -1.196
H -0.610 1.300 0.838
H 1.435 0.679 -1.179
H -0.305 0.053 -0.984
Cl -0.353 0.214 -0.538
Si 0.442 1.103 3.498

The value obtained for the LUMO energy is -2.878 eV. As for the relative energy (zero: lowest compared OMol25 entry of this formula, charge and spin): 586.8 kJ/mol. The calculation puts the electronic energy at -963.90665 a.u. As for the highest occupied orbital energy: -6.85 eV. As for the multiplicity: 1. The value obtained for the HOMO-LUMO gap is 3.97 eV.



Entry from the OMol25 dataset: 2 unconnected molecules or ions with the total composition C4H12ClNSi (ωB97M-V/def2-TZVPD).

Last column: natural (NBO) charge in e.
Atoms and positions in Å:
Cl (1.774837, 0.793641, -3.525335)  -0.419
H (-2.121551, -3.332477, 0.276327)  0.202
C (-1.089649, -0.918027, 1.612809)  -0.684
Si (0.725725, 0.862316, -1.702097)  1.130
H (0.274432, 2.745194, 0.376429)  0.189
H (-0.767230, -3.491191, -0.834476)  0.222
H (-0.446294, -0.054832, 1.707496)  0.222
C (1.343422, 2.809502, 0.231697)  -0.401
H (2.593387, 2.298709, -1.176018)  0.398
H (-1.253598, -1.540297, 2.486027)  0.222
H (-2.061973, -0.594633, 1.335616)  0.208
N (1.646027, 2.131077, -0.933225)  -1.036
H (1.807557, 2.493739, 1.194875)  0.175
C (-1.330941, -2.705091, -0.291505)  -0.688
H (1.569048, 3.911345, 0.165275)  0.185
H (0.418270, -2.491975, 0.936266)  0.170
H (-1.922808, -2.091216, -0.994946)  0.213
H (-0.663319, 1.076951, -1.504765)  -0.213
C (-0.495340, -1.902735, 0.639551)  -0.094

Forces on the atoms, in the same order (eV/Å):
Cl -0.687 0.009 0.021
H 0.880 0.925 -0.503
C 0.729 -1.372 -0.886
Si 2.989 -0.362 0.590
H -0.479 0.134 0.388
H -0.122 0.764 0.115
H 0.168 0.104 0.719
C -0.914 2.233 2.439
H 0.694 -0.374 -0.791
H 0.265 0.526 0.929
H -0.894 0.388 -0.629
N -0.114 -1.368 -1.444
H -0.012 -0.278 -0.668
C -1.364 -1.051 0.257
H -0.163 -0.853 -0.091
H -0.789 1.179 -0.032
H 0.299 -0.241 0.162
H -1.389 0.698 -0.314
C 0.904 -1.062 -0.262

The value obtained for the LUMO energy (spin up / spin down) is -0.181 / 0.758 eV. As for the relative energy (zero: lowest compared OMol25 entry of this formula, charge and spin): 451.1 kJ/mol. The calculation puts the electronic energy at -963.95835 a.u. As for the highest occupied orbital energy (spin up / spin down): -7.57 / -7.02 eV. As for the multiplicity: 1. The value obtained for the HOMO-LUMO gap (spin up / spin down) is 7.39 / 7.77 eV.